# 1
Computed, not measured: a structure of composition C48H57N6O3RbS, with ωB97M-V/def2-TZVPD.

XYZ file:
```
116
Properties=species:S:1:pos:R:3:forces:R:3:mulliken_charge:R:1
Rb 1.1684 0.8696 -0.9314 0.2 -0.1 0.0 0.917
C -2.9392 5.1493 -3.1710 0.4 0.6 0.6 -1.252
C -3.7319 3.8633 -2.9110 -0.4 0.2 -0.6 -0.799
C -3.0628 3.0339 -1.8973 0.1 -1.7 1.4 -0.219
C -3.1484 3.1297 -0.5309 0.4 0.2 0.1 0.283
C -4.1282 3.9463 0.2785 0.2 -0.4 0.0 -0.667
C -5.1789 3.0246 0.9965 -0.7 1.1 -1.1 -1.114
C -2.1499 2.1848 0.0373 0.5 -0.8 0.0 -0.071
C -1.7984 1.9603 1.4315 -1.0 1.3 -0.4 -0.254
C -1.1413 0.8515 1.9812 1.2 -0.7 -0.6 0.411
C -1.1267 0.4627 3.4061 -0.1 -1.2 0.3 -0.585
C -1.9374 1.1362 4.5497 1.1 0.2 -1.3 -0.784
C -3.4733 1.0996 4.4162 0.2 0.8 0.0 -0.995
C -0.4169 -0.7516 3.4682 -1.3 1.4 -1.1 1.123
C -0.0170 -1.0439 2.0469 0.3 0.2 1.3 -0.052
C 0.6554 -2.2422 1.7382 0.2 -0.5 -0.2 0.079
C 0.9031 -2.7759 0.4457 0.2 -0.9 -0.4 -0.004
N 0.8836 -2.0384 -0.6752 -0.7 0.1 -0.3 -0.004
C 1.0226 -2.8673 -1.7345 0.5 0.3 -0.7 0.063
C 0.8873 -2.5587 -3.1251 -0.1 -0.2 1.0 -0.700
C 0.0976 -1.5560 -3.6937 -0.2 2.3 1.0 -0.026
N -0.3588 -0.4579 -2.9763 0.0 -0.2 -1.5 -0.505
C -1.0936 0.3010 -3.8616 -0.6 -0.9 1.6 -0.043
C -1.8802 1.4076 -3.4476 -0.5 0.7 -0.2 -0.203
C -2.1659 1.8637 -2.1314 0.6 1.3 -1.5 0.383
N -1.5966 1.4634 -0.9872 -0.6 0.1 1.1 -0.330
C -1.2219 -0.3765 -5.1381 1.2 -1.0 -0.5 0.193
C -0.3967 -1.4862 -5.0516 -0.4 0.1 0.2 -0.143
C -0.0403 -2.5216 -6.0664 -1.4 -0.9 -0.2 0.157
C 0.8290 -1.9618 -7.1717 -0.5 0.5 -0.2 -1.289
C -2.1777 -0.0151 -6.2556 1.3 0.2 0.6 -0.718
C -3.5919 -0.1845 -5.7557 -1.2 -0.2 -0.6 -1.085
C 1.2400 -4.2352 -1.2965 1.1 -0.2 0.2 0.521
C 1.1515 -4.2362 0.0828 -0.6 1.1 -0.6 -0.384
C 0.9579 -5.4321 0.9791 0.8 0.9 0.1 -0.884
C -0.5127 -5.7943 1.1499 0.1 -1.0 1.3 -1.139
C 1.6544 -5.3399 -2.2754 -0.1 0.1 0.6 -0.928
C 0.4836 -5.7677 -3.2050 1.1 1.0 -0.5 -0.948
N -0.4163 -0.0538 1.2234 -0.8 0.2 0.8 -0.182
C -0.3196 -1.7521 4.5865 0.5 -0.3 -0.2 -1.140
C -1.3544 -2.9214 4.4975 1.0 0.2 0.3 -0.989
H -3.5174 5.8312 -3.7832 -0.2 0.3 -0.2 0.426
H -2.6798 5.6668 -2.2152 -0.4 -0.4 -0.6 0.255
H -1.9705 5.0134 -3.6660 -0.2 -0.4 0.0 0.269
H -4.7660 4.1178 -2.6098 0.4 0.0 0.0 0.462
H -3.8322 3.3045 -3.8567 0.0 0.2 0.3 0.316
H -3.5695 4.5189 1.0257 -0.1 0.0 0.1 0.317
H -4.6012 4.6979 -0.3902 0.0 -0.5 0.5 0.437
H -4.7655 2.1416 1.4470 0.6 -0.3 0.2 0.243
H -5.7202 3.5869 1.7802 0.1 -0.2 -0.4 0.322
H -5.9027 2.6656 0.2260 0.3 0.3 0.6 0.286
H -2.1193 2.7707 2.1673 0.1 -1.3 -1.0 0.250
H -1.5698 0.6233 5.4214 -0.2 -0.1 0.8 0.269
H -1.6196 2.1945 4.6272 0.0 -0.4 0.1 0.422
H -3.7574 0.1601 3.9518 -0.4 0.0 0.0 0.308
H -3.9725 1.2470 5.3945 0.3 -0.3 -0.4 0.412
H -3.8203 1.9540 3.7902 0.2 -0.8 0.2 0.117
H 1.0018 -2.8760 2.5867 -0.6 0.5 -0.6 0.176
H 1.3621 -3.2519 -3.8178 -0.4 -0.1 0.2 0.641
H -2.4184 1.9864 -4.2686 0.8 -0.9 1.1 0.219
H 0.4553 -3.3581 -5.5442 -0.2 0.3 -0.4 -0.381
H -0.9828 -2.9684 -6.5291 1.0 0.5 0.5 0.322
H 1.8753 -1.9800 -6.9406 0.6 0.0 0.2 0.380
H 0.6648 -2.4566 -8.1114 0.1 -0.5 -0.5 0.339
H 0.5421 -0.9256 -7.3264 0.1 0.2 -0.1 0.337
H -1.9159 1.0220 -6.5322 -0.7 -0.1 0.0 0.298
H -1.9936 -0.6046 -7.1567 0.1 -0.2 0.1 0.436
H -3.7808 0.4835 -4.9316 -0.1 0.1 0.3 0.261
H -4.3081 0.0775 -6.5497 0.0 -0.1 0.1 0.379
H -3.8525 -1.2093 -5.4010 0.5 0.6 -0.3 0.281
H 1.5358 -6.2636 0.5381 -0.3 0.0 0.3 0.527
H 1.4065 -5.2084 1.9850 -0.4 -0.3 -0.7 0.225
H -1.0184 -6.1500 0.2657 0.0 0.2 -0.6 0.308
H -0.5543 -6.6344 1.8618 -0.1 0.0 -0.1 0.371
H -1.1135 -5.0241 1.6267 0.1 0.4 -0.3 0.189
H 2.5504 -4.9796 -2.8686 -0.9 -0.5 0.6 0.348
H 1.9584 -6.2093 -1.6692 0.1 0.2 -0.3 0.233
H 0.4569 -6.8135 -3.4387 0.0 -0.8 0.1 0.441
H -0.4326 -5.4405 -2.7486 -0.6 0.0 0.0 0.333
H 0.6081 -5.2573 -4.1710 -0.4 -0.1 0.3 0.086
H 0.7189 -2.1886 4.5860 -0.9 0.3 0.1 0.285
H -0.4247 -1.2402 5.5497 -0.1 -0.1 0.0 0.354
H -1.0555 -3.6336 3.7151 -0.4 0.4 0.0 0.053
H -1.3194 -3.4667 5.4414 0.0 -0.1 0.1 0.407
H -2.3744 -2.5642 4.3759 0.0 0.1 -0.3 0.259
C 1.3551 5.6158 -0.9161 0.4 0.1 0.0 -0.514
O 2.7948 5.4480 -0.8807 -0.8 -0.4 -0.3 -0.453
C 3.2047 4.2432 -1.3870 0.6 -2.1 -0.3 0.728
O 2.4063 3.3830 -1.9072 2.8 2.8 1.6 -0.660
N 4.5947 4.1223 -1.2136 -3.8 -0.7 -1.3 -0.002
N 5.2715 2.9581 -1.6460 0.3 2.6 -4.7 -1.328
H 1.1893 6.6959 -0.7646 0.0 -0.5 0.0 0.243
H 0.8780 5.0169 -0.1034 0.3 0.4 -0.8 0.211
H 1.0058 5.3167 -1.9173 -0.2 0.0 0.6 0.279
H 5.0917 4.9497 -0.9793 0.3 0.3 0.1 0.183
H 5.0988 2.3406 -0.7321 0.9 0.3 -1.6 -0.194
H 4.6168 2.5138 -2.3395 0.8 0.7 0.5 0.298
C 2.1271 0.4742 7.4171 0.0 0.1 0.3 -0.681
C 3.5564 0.2691 7.9284 0.6 0.1 -0.4 0.535
O 4.0750 0.7184 8.9372 -1.4 -0.5 -0.9 -0.585
S 4.5965 -0.7788 6.8964 0.6 -0.6 0.9 -0.235
C 4.3590 -0.2899 5.2420 -0.1 -0.4 -1.1 0.401
C 4.1448 1.0543 4.9621 -0.3 0.0 -0.4 -0.371
C 4.0449 1.4737 3.6431 0.4 -0.1 0.1 -0.669
C 4.3388 0.5863 2.5804 0.2 0.3 0.5 0.262
C 4.6086 -0.7577 2.8691 -0.1 0.0 1.1 -0.615
C 4.5725 -1.2245 4.1922 -0.4 0.7 0.5 -0.679
C 4.5126 1.1198 1.2738 0.8 2.0 -3.1 -1.062
C 4.8234 1.7691 0.2297 -2.6 -5.5 9.0 1.467
H 1.4445 0.0859 8.1811 0.1 -0.2 -0.1 0.381
H 1.8849 0.0268 6.4208 0.5 0.4 0.9 0.133
H 1.9452 1.5475 7.4101 -0.1 0.1 -0.2 0.304
H 4.0598 1.7338 5.8096 0.0 0.1 -0.4 0.445
H 3.8798 2.5205 3.4052 0.0 -0.2 0.0 0.466
H 4.8853 -1.3877 2.0455 -0.1 -0.4 -0.1 0.429
H 4.6682 -2.2811 4.4812 0.2 0.5 -0.4 0.375
```
Positions in Å, forces in eV/Å.

Its multiplicity is 1. The net charge is -2. Its lowest unoccupied orbital energy (spin up / spin down) is 3.76 / 3.76 eV. The maximum force comes out at 10.802 eV/Å.

***

# 2
Computed, not measured: a structure of composition C48H58CsN2O6P3S, with ωB97M-V/def2-TZVPD.

XYZ file:
```
119
Properties=species:S:1:pos:R:3:forces:R:3:mulliken_charge:R:1
Cs 0.5893 0.0903 0.0490 -0.9 1.7 -2.1 2.943
C -1.9931 -2.3782 -2.2781 0.2 0.1 0.0 -1.500
C -1.0972 -1.6881 -3.2962 0.0 0.1 0.0 1.262
C -1.4802 -2.0935 -4.7150 0.1 0.1 0.2 -1.767
P -1.1257 0.1501 -2.9152 0.3 -0.2 -1.4 2.078
C -0.0328 0.7971 -4.3104 -0.3 0.0 0.1 0.167
C 0.0235 2.3124 -4.1362 -0.1 -0.1 0.0 -1.482
C 1.3620 0.1908 -4.2353 -0.2 0.0 0.0 -1.194
C -2.7880 0.5538 -3.5726 0.1 0.1 0.4 -0.496
C -3.1401 0.7409 -4.8959 -0.3 0.1 0.0 -0.048
C -4.4469 1.0228 -5.2817 0.0 0.0 -0.2 0.631
C -4.8023 1.2324 -6.7288 0.0 0.1 0.2 -1.639
C -5.4091 1.1518 -4.2850 0.0 0.0 -0.2 -1.217
C -5.0924 0.9843 -2.9592 -0.1 0.0 0.2 -0.302
C -3.7753 0.6583 -2.5515 -0.2 0.2 -0.3 -1.143
N -3.3663 0.5728 -1.2838 0.5 -0.1 0.4 0.869
C -4.1615 0.3476 -0.2348 -0.4 -0.1 0.3 -1.011
C -5.2948 -0.5001 -0.2493 0.1 -0.1 -0.2 -0.462
C -6.0073 -0.7781 0.8928 0.0 0.1 0.2 -1.103
C -5.6401 -0.2323 2.1208 -0.1 0.0 0.2 0.583
C -6.3738 -0.5570 3.3939 0.1 0.0 0.0 -1.679
C -4.5272 0.5965 2.1566 -0.3 0.0 -0.2 0.432
C -3.8058 0.9218 1.0199 -0.2 0.1 -0.2 -1.183
P -2.1939 1.7643 1.1252 -1.1 2.5 -0.7 2.148
C -2.4126 2.9704 2.5655 0.1 -0.3 -0.1 0.590
C -1.8473 2.4088 3.8666 0.1 0.1 0.0 -1.309
C -3.8140 3.5725 2.7508 0.1 0.0 -0.2 -1.838
C -2.2002 3.0280 -0.2920 0.0 -0.2 0.0 2.281
C -1.0928 4.0664 -0.1336 0.0 -0.2 0.1 -1.981
C -3.5397 3.6977 -0.5770 0.1 -0.3 0.0 -1.575
H -1.9349 -3.4612 -2.3902 0.0 -0.2 0.0 0.548
H -3.0253 -2.0599 -2.4040 -0.2 0.0 0.0 0.307
H -1.6661 -2.1157 -1.2775 -0.1 -0.1 0.2 0.146
H -0.0641 -1.9807 -3.0956 0.0 0.0 0.0 -0.107
H -2.5011 -1.7885 -4.9385 -0.1 0.0 -0.1 0.346
H -1.4164 -3.1783 -4.8124 0.0 -0.1 0.0 0.496
H -0.8125 -1.6512 -5.4502 0.1 0.1 -0.2 0.350
H -0.4601 0.5723 -5.2953 0.0 0.0 0.1 0.078
H 0.5413 2.5531 -3.2078 0.0 0.1 0.0 0.152
H -0.9878 2.7188 -4.0916 0.0 0.2 0.0 0.250
H 0.5539 2.7869 -4.9645 0.1 0.1 0.0 0.475
H 1.7240 0.1697 -3.2095 0.2 0.0 0.1 0.044
H 2.0631 0.7699 -4.8399 0.1 0.0 0.0 0.434
H 1.3627 -0.8343 -4.5982 0.1 -0.2 0.0 0.219
H -2.3920 0.6674 -5.6739 0.1 0.0 -0.1 0.266
H -4.0748 0.7511 -7.3810 0.0 0.0 -0.1 0.379
H -4.8192 2.2984 -6.9708 0.0 0.1 -0.2 0.282
H -5.7910 0.8296 -6.9514 0.0 0.0 -0.1 0.372
H -6.4312 1.3943 -4.5640 0.0 0.0 0.0 0.295
H -5.8595 1.1239 -2.2065 0.0 0.0 0.0 0.454
H -5.5524 -0.9930 -1.1777 -0.1 0.0 -0.1 0.441
H -6.8629 -1.4442 0.8401 0.0 -0.1 0.0 0.268
H -7.2951 -1.1012 3.1864 -0.1 0.0 0.0 0.390
H -6.6227 0.3543 3.9434 -0.1 0.0 0.1 0.336
H -5.7543 -1.1757 4.0488 -0.1 0.0 0.1 0.280
H -4.2136 0.9886 3.1141 0.0 0.0 0.1 0.226
H -1.7168 3.7603 2.2665 -0.1 0.0 0.0 0.689
H -2.4932 1.6533 4.3067 -0.1 -0.1 0.1 0.225
H -1.7106 3.2105 4.5988 0.0 0.1 0.1 0.586
H -0.8852 1.9515 3.6547 0.1 -0.1 0.2 -0.387
H -4.2132 3.3323 3.7352 0.0 0.0 0.1 0.408
H -4.5076 3.1834 2.0110 -0.1 0.1 0.0 0.305
H -3.7887 4.6579 2.6607 0.0 0.1 0.0 0.296
H -1.9469 2.3972 -1.1493 -0.1 0.1 0.1 -1.364
H -1.4174 4.9056 0.4844 0.0 0.1 0.1 0.350
H -0.8239 4.4652 -1.1125 0.0 0.0 -0.1 0.469
H -0.2011 3.6319 0.3164 0.2 0.1 0.0 0.479
H -3.7718 4.4577 0.1664 0.0 0.1 0.1 0.250
H -4.3375 2.9614 -0.5899 -0.2 0.0 -0.1 0.251
H -3.5089 4.1761 -1.5563 0.0 0.1 -0.1 0.412
O 2.8769 -1.9107 -1.8393 0.5 0.3 -0.4 -0.780
C 1.9907 -2.4126 -1.1483 0.2 -1.2 -0.2 0.298
O 0.8290 -1.9985 -0.9517 -0.2 -2.8 -1.3 -0.728
C 2.2934 -3.6910 -0.3742 -0.1 0.5 0.2 0.082
C 2.1382 -4.9589 -0.9110 0.1 -0.1 -0.1 -0.511
C 2.2900 -6.0701 -0.1003 0.0 0.0 -0.2 -0.629
C 2.6420 -5.9127 1.2308 0.1 -0.1 0.3 -0.820
C 2.8195 -4.6468 1.7633 0.0 -0.1 0.0 -0.027
C 2.6148 -3.5246 0.9695 0.0 0.0 -0.1 0.132
P 2.7262 -1.7721 1.5564 0.7 -1.3 0.5 -0.266
C 1.5860 -1.8779 2.9797 -0.2 0.2 0.0 0.934
C 1.7392 -0.9593 4.0166 -0.1 0.1 0.0 -0.935
C 0.8801 -0.9587 5.0987 0.0 0.0 0.1 -0.992
C -0.1595 -1.8729 5.1533 -0.1 -0.1 0.0 -0.598
C -0.3549 -2.7521 4.1001 -0.1 -0.1 0.2 -0.695
C 0.5038 -2.7516 3.0146 0.1 0.0 0.0 -0.378
C 4.3210 -2.0430 2.4334 0.1 0.2 0.0 0.646
C 4.4636 -2.4248 3.7633 0.0 0.1 0.0 -0.184
C 5.7188 -2.6429 4.3037 0.1 -0.1 0.1 -0.835
C 6.8496 -2.4963 3.5211 0.2 0.0 0.0 -0.436
C 6.7193 -2.1339 2.1894 0.1 -0.1 -0.1 -0.640
C 5.4656 -1.9050 1.6521 0.0 0.1 0.0 -0.791
H 1.8927 -5.0720 -1.9582 -0.1 0.0 -0.1 0.468
H 2.1306 -7.0647 -0.5000 0.0 0.0 0.0 0.361
H 2.7889 -6.7830 1.8591 0.0 0.0 0.0 0.408
H 3.1051 -4.5339 2.8020 0.0 0.0 0.0 0.389
H 2.5409 -0.2405 3.9484 0.1 0.0 0.1 0.956
H 1.0183 -0.2352 5.8933 0.0 0.0 0.0 0.399
H -0.8299 -1.8852 6.0032 -0.1 0.0 0.0 0.357
H -1.1996 -3.4277 4.1128 0.0 0.0 0.0 0.417
H 0.3339 -3.4284 2.1873 0.0 0.0 0.0 0.400
H 3.5921 -2.5515 4.3889 0.0 0.0 0.0 0.403
H 5.8128 -2.9455 5.3396 0.0 0.0 0.0 0.405
H 7.8303 -2.6648 3.9485 0.0 0.0 0.0 0.357
H 7.6022 -2.0419 1.5697 0.0 0.1 0.0 0.401
H 5.3568 -1.6170 0.6132 0.0 0.0 -0.1 0.403
O -1.6837 -0.3828 2.8876 -0.2 0.1 -0.7 -0.176
C -1.7914 -0.3397 1.7364 0.6 -2.2 1.5 -0.595
N 3.3274 1.8776 -1.0706 0.1 -0.2 0.1 0.211
C 3.1649 2.5519 -1.9952 0.0 0.3 -0.5 -0.369
H 3.4266 1.3704 -0.2129 0.1 -0.1 0.3 0.218
C 2.1223 2.6248 3.9119 0.0 -0.4 -0.9 -1.212
S 2.0359 2.0055 2.1731 0.2 1.4 1.3 1.492
O 3.0678 0.9749 2.0460 0.2 0.0 -0.2 -0.682
O 2.3093 3.1754 1.3580 -0.1 0.0 0.0 -0.812
O 0.6857 1.4774 1.9927 0.6 1.8 2.9 -0.759
H 2.6410 3.5737 3.8852 0.1 0.1 0.0 0.452
H 2.6540 1.9138 4.5304 0.1 -0.2 0.1 0.315
H 1.1073 2.7509 4.2631 -0.2 0.1 0.1 0.199
```
Positions in Å, forces in eV/Å.

Its multiplicity is 1. The net charge is -2. Its lowest unoccupied orbital energy is 3.60 eV. The maximum force comes out at 3.442 eV/Å. The value obtained for the energy above the lowest of the compared OMol25 structures with the same formula, charge and spin is 305.7 kJ/mol.

***

Record-wise E values, in eV: -77270.2853 -105232.5389